75
Properties=species:S:1:pos:R:3 method="wB97M-V/def2-TZVPD" lumo_ev=-0.6 homo_lumo_gap_ev=6.7 relative_energy_kcal_mol=1.45 e_homo_ev=-7.31 charge=0 e_tot_ev=-77798.5279
Ir 0.33 -0.36 0.10
S 2.39 0.56 0.24
S 0.65 -0.68 -2.11
O -5.49 1.19 1.96
O -0.26 2.39 -0.93
O -1.78 1.70 0.64
N -7.16 2.49 1.40
N -1.52 -1.40 -0.15
N 0.05 -0.11 2.23
N -0.88 0.21 4.16
N -3.16 -2.90 0.01
N -3.39 -2.04 -1.01
N 2.84 0.28 -4.90
N 0.24 0.96 4.18
N 5.11 1.89 -1.88
N -6.65 2.92 2.62
C -0.10 4.30 0.49
C -6.45 1.48 1.05
C -0.98 3.57 -0.52
C -5.58 -1.04 -1.57
C 4.12 1.35 -1.68
C -7.45 1.00 -1.15
C -6.51 0.69 -0.17
C 2.54 0.23 -3.79
C -1.79 0.19 5.30
C -5.59 -0.34 -0.38
C -3.00 2.21 6.18
C 0.77 0.75 3.01
C -0.99 -0.41 2.99
C -6.52 -0.72 -2.55
C 2.88 0.68 -1.42
C -2.84 3.79 1.26
C -4.59 -2.15 -1.82
C -3.75 1.22 4.14
C -7.45 0.28 -2.34
C -4.77 2.16 4.06
C -1.22 4.44 -1.74
C -3.34 2.64 -0.90
C 2.14 0.15 -2.42
C -2.87 1.24 5.21
C -2.41 -1.15 -1.09
C -4.02 3.16 6.10
C -4.91 3.13 5.04
C -2.03 -2.48 0.51
C -5.68 2.13 2.91
C -2.26 2.97 0.12
B -0.64 1.37 -0.09
H 0.87 4.48 0.03
H -3.01 4.82 0.94
H -4.30 -2.17 -2.87
H 1.70 1.20 2.69
H -4.10 2.03 -0.42
H -2.30 2.24 7.01
H -5.70 3.86 4.96
H -4.86 -0.56 0.39
H 0.05 3.70 1.39
H -2.92 2.08 -1.74
H -1.52 -2.97 1.32
H -1.72 3.88 -2.54
H -2.17 3.79 2.12
H -5.02 -3.12 -1.57
H -3.66 0.47 3.36
H -2.35 -0.36 -1.82
H -1.81 -1.06 2.73
H -8.17 0.52 -3.11
H -1.17 0.33 6.18
H -3.80 3.38 1.57
H -6.51 -1.26 -3.49
H -0.27 4.80 -2.12
H -0.53 5.26 0.78
H -1.84 5.31 -1.48
H -3.81 3.55 -1.29
H -8.15 1.80 -0.98
H -2.22 -0.81 5.35
H -4.11 3.92 6.86


71
Properties=species:S:1:pos:R:3 method="wB97M-V/def2-TZVPD" lumo_ev=2.2 homo_lumo_gap_ev=5.4 e_homo_ev=-3.23 charge=-1 e_tot_ev=-307084.5420
Os -0.30 0.08 0.01
Se -4.84 -0.42 0.88
Se -2.64 2.43 0.06
Se -3.06 -1.76 -0.02
Se -4.61 1.32 -0.70
O -2.32 -0.04 0.01
N -0.29 -1.32 -1.52
N 0.53 -2.39 1.29
N 1.84 0.02 -0.01
N 0.50 -2.40 -1.26
N 2.34 -1.24 -0.01
N -0.26 -1.31 1.55
C -0.44 -2.77 -3.21
C -2.94 -0.04 5.48
C 1.21 -4.57 2.31
C 4.08 0.09 -0.02
C -1.65 -0.54 -3.48
C 1.13 -4.60 -2.28
C -2.13 -0.91 4.76
C 4.52 -2.46 -0.03
C -2.79 1.57 3.71
C -0.35 -2.74 3.26
C -0.83 -1.50 -2.73
C -1.64 -0.55 3.50
C -3.16 1.26 -5.01
C 0.47 -3.27 2.30
C -1.91 0.75 -3.02
C -2.16 -0.91 -4.73
C 1.51 4.38 0.00
C -2.91 -0.02 -5.48
C -1.98 0.70 2.99
C -3.27 1.20 4.95
C 2.78 2.32 -0.01
C 3.68 -1.22 -0.02
C 3.95 3.08 -0.02
C -2.65 1.64 -3.78
C 2.89 0.85 -0.01
C 3.91 4.47 -0.01
C 2.68 5.13 -0.01
C 0.40 -3.30 -2.26
C 1.57 3.00 0.00
C -0.78 -1.49 2.76
B 1.36 -2.46 0.00
H -1.53 1.08 -2.07
H -3.31 -0.34 6.45
H -3.75 1.95 -5.60
H -2.83 2.63 -3.38
H 2.64 6.21 0.00
H 2.21 -4.45 -2.23
H 4.92 2.59 -0.02
H -1.98 -1.90 -5.12
H -1.63 1.01 2.02
H 0.99 -5.09 3.24
H -3.30 -0.33 -6.45
H 5.09 0.45 -0.03
H 0.84 -5.22 -1.43
H -1.89 -1.87 5.19
H 5.57 -2.18 -0.04
H -0.70 -3.23 -4.15
H 0.55 4.87 0.00
H 0.89 -5.13 -3.19
H 1.99 -3.48 0.00
H 0.91 -5.21 1.48
H 2.29 -4.41 2.24
H -0.60 -3.20 4.20
H 4.33 -3.07 0.85
H 4.31 -3.07 -0.91
H 0.63 2.44 0.00
H -3.90 1.88 5.52
H -3.04 2.53 3.27
H 4.83 5.04 -0.02


74
Properties=species:S:1:pos:R:3 method="wB97M-V/def2-TZVPD" lumo_ev="0.1 / -1.1" s2=3.77 homo_lumo_gap_ev="7.0 / 6.7" spin_multiplicity=4 relative_energy_kcal_mol=20.06 e_homo_ev="-6.88 / -7.80" charge=0 e_tot_ev=-311755.4720
Br 3.32 -3.25 -6.10
Se 0.00 2.15 3.64
Se 1.33 2.43 1.07
V -0.62 0.44 0.67
Cl -2.95 -1.34 0.20
Cl -4.04 -1.51 2.89
Cl -3.24 -3.92 1.48
O -1.00 1.14 -0.95
O 2.08 -0.59 -1.75
O -0.92 -2.95 2.94
O -0.21 -1.80 -1.44
O -1.01 -0.83 2.20
N -1.97 1.72 1.67
N 1.34 -0.27 1.02
N -1.69 -4.64 -4.21
N -2.04 -3.43 -2.38
C 0.00 1.56 -3.07
C -3.87 3.36 2.85
C 1.78 -1.52 -2.67
C -1.26 1.67 -2.22
C -5.34 -5.13 -2.45
C 3.47 0.54 1.70
C -2.63 3.17 3.44
C 2.18 -2.81 -4.66
C -3.16 1.95 1.08
C -2.87 -2.23 1.76
C -3.17 -4.19 -2.64
C 3.04 -1.82 1.59
C 0.97 -3.42 -4.54
C -1.68 2.34 2.83
C 0.13 -3.10 -3.46
C -2.39 0.87 -2.86
C 0.54 -2.16 -2.51
C -4.13 2.74 1.63
C -1.43 -2.02 2.37
C -3.92 -5.83 -4.29
C -4.38 -4.27 -1.95
C -5.12 -5.90 -3.60
C 3.22 0.22 -1.98
C 2.60 -1.85 -3.74
C -1.19 -3.71 -3.34
C 2.16 0.75 1.28
C 3.91 -0.76 1.85
C 1.75 -1.54 1.19
C -2.96 -4.96 -3.79
C -1.65 3.14 -2.07
H 3.15 0.73 -2.95
H 4.10 1.39 1.91
H -3.75 -6.42 -5.18
H -4.60 3.99 3.32
H -1.89 3.58 -3.04
H -3.31 1.48 0.12
H -0.83 3.69 -1.62
H 3.35 -2.85 1.72
H 4.14 -0.36 -1.93
H -4.55 -3.68 -1.06
H -1.22 -5.01 -5.01
H -6.29 -5.22 -1.94
H 4.92 -0.96 2.18
H 1.03 -2.31 1.00
H -2.12 -0.19 -2.88
H 3.22 0.97 -1.19
H -2.59 1.21 -3.88
H 3.56 -1.37 -3.87
H -5.90 -6.56 -3.95
H -5.07 2.88 1.12
H 0.82 2.07 -2.58
H -0.16 2.01 -4.06
H -2.37 3.67 4.36
H -1.09 -2.27 -1.52
H 0.67 -4.15 -5.28
H -2.53 3.23 -1.42
H -3.32 0.99 -2.28
H 0.26 0.51 -3.20


74
Properties=species:S:1:pos:R:3 method="wB97M-V/def2-TZVPD" lumo_ev=-10.0 s2=0.76 homo_lumo_gap_ev=6.6 spin_multiplicity=2 relative_energy_kcal_mol=37.40 e_homo_ev=-16.58 charge=+3 e_tot_ev=-85552.8398
Ta 1.84 -0.81 0.14
Sb 4.97 -1.08 0.07
S -0.35 -1.97 0.59
P -1.18 0.88 -0.99
F 6.24 -0.43 1.21
F 2.42 -2.58 -0.07
F 1.88 -0.88 -1.74
F 3.76 0.44 0.41
F 3.71 -1.52 1.52
F 1.52 -0.03 1.80
O 1.61 1.20 -0.47
N 1.39 3.40 -5.65
N 1.34 1.53 -1.77
N 0.72 -4.28 1.40
N 4.74 0.93 -2.06
N -0.15 -2.83 3.06
C -5.09 -0.44 -2.96
C -0.78 2.97 0.93
C 1.83 3.15 -3.15
C -3.38 -0.69 -1.29
C -4.41 0.64 -3.51
C 0.16 -3.16 1.82
C 2.63 -5.20 2.70
C -3.10 4.35 0.30
C 3.74 1.34 -2.43
C -0.06 1.42 -2.38
C -0.30 4.66 2.73
C -1.46 -4.46 4.43
C 1.68 2.78 -4.62
C 0.89 4.09 3.05
C 0.64 2.77 -2.22
C -0.18 0.57 -3.61
C -3.22 1.06 -2.94
C -1.13 4.16 1.69
C -2.34 4.80 1.32
C 1.24 -5.45 2.15
C 2.03 1.29 -4.33
C -4.58 -1.11 -1.86
C 0.41 2.65 1.47
C -2.70 0.41 -1.82
C 0.82 0.44 -4.46
C 1.36 2.92 2.34
C 2.41 1.74 -2.87
C -2.73 3.18 -0.41
C -0.18 -3.64 4.31
C -1.60 2.47 -0.13
H -2.34 -3.82 4.44
H -4.80 1.15 -4.38
H -1.56 -5.17 3.60
H -0.63 -1.94 3.12
H 3.33 -4.97 1.90
H -2.69 1.90 -3.39
H -1.44 -5.02 5.36
H 0.86 -4.31 0.40
H 0.73 -0.22 -5.32
H -2.99 -1.22 -0.43
H -4.01 4.87 0.03
H -0.09 -2.92 5.11
H 2.90 0.95 -4.90
H 2.29 2.42 2.53
H 2.34 4.07 -2.87
H 0.70 -4.26 4.35
H -3.40 2.83 -1.18
H -6.02 -0.78 -3.41
H 2.99 -6.10 3.21
H 0.53 -5.72 2.92
H 2.65 -4.38 3.42
H -1.09 0.00 -3.72
H 0.24 3.49 -1.52
H -2.63 5.68 1.89
H -0.63 5.54 3.27
H -5.11 -1.95 -1.44
H 1.54 4.46 3.84
H 1.24 -6.26 1.44


71
Properties=species:S:1:pos:R:3 method="wB97M-V/def2-TZVPD" lumo_ev=1.7 homo_lumo_gap_ev=4.6 relative_energy_kcal_mol=101.76 e_homo_ev=-2.83 charge=-1 e_tot_ev=-110551.0968
Zn -0.55 -0.07 1.05
S -1.00 -3.41 -0.59
O -3.49 3.72 0.65
O -1.81 2.61 1.67
O 0.80 -2.68 2.78
O -1.49 4.53 2.79
O 1.00 7.97 0.17
O 2.67 7.35 -1.03
N -1.04 -0.84 3.96
N 1.69 7.12 -0.35
N 2.62 2.84 -5.87
N -1.53 -2.64 -3.06
N 0.13 -4.17 -2.92
C -0.04 2.69 -3.56
C 1.05 -5.12 -2.44
C -0.42 0.07 6.52
C -1.15 3.82 1.89
C 0.50 -2.73 4.15
C -3.09 2.72 1.16
C 2.90 -7.06 -1.64
C 2.65 -5.95 -0.85
C -0.14 -1.47 4.71
C -0.92 2.18 -2.65
C 1.91 2.42 -5.06
C -1.35 0.74 5.74
C 1.18 0.61 -3.56
C -3.87 1.46 1.37
C 1.32 -6.22 -3.25
C -1.63 0.23 4.48
C -0.77 -3.41 -2.23
C 0.58 3.09 0.21
C -0.83 0.83 -2.17
C 0.19 -1.06 6.00
C 0.34 5.42 0.79
C 1.03 1.91 -4.06
C 0.30 0.09 -2.64
C -0.04 4.09 0.94
C 1.59 3.41 -0.69
C 1.96 4.73 -0.88
C 2.24 -7.18 -2.85
C -1.74 0.29 -1.25
C 1.32 5.71 -0.14
C 1.74 -4.98 -1.23
H -2.37 0.71 3.86
H -3.21 0.59 1.43
H -0.15 3.71 -3.90
H -4.41 1.56 2.31
H -0.14 -3.58 4.41
H -1.72 2.81 -2.27
H 2.73 5.01 -1.59
H -1.89 -0.78 -1.19
H 2.43 -8.03 -3.50
H -2.01 -1.87 -2.61
H 1.56 -4.11 -0.61
H 3.18 -5.82 0.09
H 0.80 -6.32 -4.20
H -1.85 1.63 6.09
H -2.63 0.88 -1.06
H -4.58 1.35 0.57
H 1.46 -2.89 4.66
H 0.91 -1.62 6.57
H -0.01 -4.21 -3.92
H 3.60 -7.81 -1.32
H -0.17 0.42 7.51
H 0.01 -2.85 2.25
H -1.16 -2.41 -3.97
H 2.02 0.01 -3.90
H 2.07 2.62 -1.26
H -0.13 6.20 1.36
H 0.32 2.04 0.35
H 0.48 -0.90 -2.24


64
Properties=species:S:1:pos:R:3 method="wB97M-V/def2-TZVPD" lumo_ev="-7.1 / -7.0" s2=0.75 homo_lumo_gap_ev="6.4 / 6.4" spin_multiplicity=2 e_homo_ev="-13.41 / -13.42" charge=+2 e_tot_ev=-62120.2288
Ti -0.77 -0.21 0.53
N 0.72 1.15 0.76
N 0.64 -1.87 0.58
N -2.92 0.17 0.17
N -0.96 0.20 2.54
N -1.44 -1.67 -0.88
C -3.65 1.06 0.86
C 2.50 -3.89 0.44
C 0.82 1.68 1.96
C 1.50 -3.79 -0.51
C -5.54 0.69 -0.53
C 4.23 2.38 1.59
C -0.08 1.22 2.93
C -0.32 1.56 4.26
C -1.72 -0.07 3.61
C 1.59 -1.97 1.51
C -0.57 -2.59 -1.33
C -3.49 -0.47 -0.87
C 0.59 -2.76 -0.43
C -0.51 2.96 -2.31
C 3.82 0.79 -1.25
C 1.65 1.16 -0.31
C -2.60 -1.46 -1.54
C -1.37 0.75 4.69
C -4.79 -0.23 -1.25
C 2.55 -2.97 1.47
C 3.70 0.98 1.23
C -1.97 -3.04 -3.20
C -0.79 -3.28 -2.50
C 1.10 1.16 -1.60
C 3.03 0.97 -0.12
C -2.89 -2.13 -2.71
C -4.96 1.35 0.54
C -0.36 1.50 -1.87
C 1.93 0.96 -2.70
C 3.29 0.77 -2.52
H 3.93 0.62 -3.38
H 3.44 3.13 1.58
H -1.82 0.73 5.67
H 1.56 2.44 2.20
H -1.02 1.39 -1.00
H 1.50 0.97 -3.69
H 1.43 -4.52 -1.31
H 0.09 3.14 -3.21
H -0.16 3.64 -1.54
H 4.89 0.65 -1.11
H -5.52 2.07 1.12
H 4.53 0.28 1.21
H -3.15 1.54 1.69
H -6.57 0.89 -0.80
H 3.02 0.63 2.02
H -1.55 3.20 -2.54
H -0.75 0.84 -2.65
H 1.57 -1.23 2.30
H -2.17 -3.57 -4.12
H -5.23 -0.77 -2.08
H -3.82 -1.96 -3.23
H 4.70 2.38 2.57
H -2.49 -0.83 3.59
H 3.31 -3.02 2.24
H 0.20 2.32 4.83
H 3.23 -4.69 0.39
H -0.07 -4.00 -2.87
H 4.98 2.69 0.86


64
Properties=species:S:1:pos:R:3 method="wB97M-V/def2-TZVPD" lumo_ev=-0.2 homo_lumo_gap_ev=7.8 smiles="Cc1ccc(/C=C/[C@@H](O[S@@](=O)(=CS(=O)(=O)c2ccccc2)c2ccccc2)c2ccc(C)cc2)cc1" e_homo_ev=-7.92 charge=0 e_tot_ev=-61420.5437
S -1.63 -2.13 0.75
S 0.22 -2.05 3.16
O -1.26 -3.40 0.16
O 1.16 -2.69 2.26
O -0.16 -2.62 4.43
O -0.78 -0.86 0.20
C 1.70 2.24 3.85
C -3.32 -1.71 0.36
C -5.98 -1.08 -0.23
C 6.65 3.83 -0.46
C -1.21 -1.69 2.27
C -4.28 -0.69 -4.51
C 0.35 0.36 4.57
C -5.15 -0.11 0.33
C 2.48 -0.19 -0.44
C 4.82 0.55 0.08
C 0.76 1.69 4.72
C 0.86 -0.40 3.52
C 2.24 1.46 2.82
C -2.39 0.35 -3.24
C -1.35 -2.15 -2.58
C -4.19 -2.70 -0.12
C 3.53 0.82 -0.45
C 5.81 1.52 0.09
C -1.31 0.26 -2.37
C -0.80 -1.00 -2.03
C 0.17 -1.08 -0.87
C 1.17 0.02 -0.73
C 4.29 3.09 -0.95
C 5.56 2.80 -0.43
C -2.44 -2.05 -3.44
C 1.84 0.13 2.68
C 3.29 2.12 -0.95
C -5.51 -2.39 -0.44
C -3.00 -0.80 -3.74
C -3.82 -0.43 0.64
H 2.27 -0.51 1.92
H 0.35 2.29 5.54
H -0.84 1.15 -1.97
H 4.10 4.08 -1.36
H 5.02 -0.44 0.48
H -5.53 0.89 0.53
H 6.80 1.30 0.49
H -2.76 1.33 -3.53
H 0.77 1.04 -0.74
H -2.87 -2.97 -3.88
H -4.43 0.35 -4.81
H 7.53 3.47 -1.02
H -0.88 -3.11 -2.36
H 2.04 3.27 3.97
H 2.30 2.35 -1.35
H -1.99 -1.15 2.81
H -7.01 -0.83 -0.51
H 7.01 4.06 0.56
H -6.18 -3.16 -0.84
H -5.13 -0.97 -3.87
H -4.30 -1.34 -5.39
H 0.70 -2.04 -0.80
H 6.31 4.75 -0.93
H -0.37 -0.09 5.26
H -3.82 -3.72 -0.24
H 2.98 1.87 2.13
H 2.77 -1.19 -0.11
H -3.16 0.32 1.09